--- i ---
18
Properties=species:S:1:pos:R:3 method="wB97M-V/def2-TZVPD" e_homo_ev="-8.62 / -8.97" multiplicity=1 gap_ha="0.3195 / 0.3214"
C 1.5615 0.8264 -0.1997
C 1.0602 -0.2400 0.8330
C 0.5050 1.8731 -0.4177
C -0.5048 -0.1831 0.8934
C -1.7766 -2.3275 -0.3372
O -2.0738 2.0904 0.7658
P -1.1613 1.2207 -0.0424
H 2.4419 1.2356 0.2064
H 1.8545 0.2210 -1.0993
H 1.5942 -1.1884 0.4391
H 1.2810 -0.0382 1.8333
H 0.8031 2.8679 0.1610
H 0.3618 2.2185 -1.4486
H -1.1521 -0.6451 1.6712
H -2.6295 -1.9795 0.2390
H -1.0450 -2.9999 0.0484
H -1.7532 -2.2434 -1.3686
H -1.5581 0.6874 -1.2605

***

--- ii ---
18
Properties=species:S:1:pos:R:3 method="wB97M-V/def2-TZVPD" e_homo_ev="-8.28 / -8.46" multiplicity=1 gap_ha="0.3013 / 0.2946"
C -0.4867 0.8242 -0.5151
C 0.5103 0.0303 -0.2940
C -1.2652 -0.3189 -2.6570
C 1.3796 -0.4557 3.4462
C -1.4669 0.8165 -1.6654
O 0.5463 2.0808 2.7147
P 1.4083 0.9782 2.2792
H -0.6852 1.6215 0.2010
H 1.0222 -0.8143 -0.6813
H -1.9729 -0.2257 -3.4771
H -0.2588 -0.2884 -3.0687
H -1.4174 -1.2819 -2.1784
H 1.8288 -1.3297 2.9817
H 1.9335 -0.1926 4.3515
H 0.3421 -0.6675 3.7054
H -2.4699 0.7647 -1.2283
H -1.3807 1.7778 -2.1822
H 2.7753 1.3569 2.2965

***

--- iii ---
18
Properties=species:S:1:pos:R:3 method="wB97M-V/def2-TZVPD" smiles="C=C(C)P(C)(C)=O" e_homo_ev=-9.20 multiplicity=1 gap_ha=0.3699
C 1.6855 -0.9935 -0.5590
C 1.2060 0.1187 -0.1255
C 1.8809 1.0927 0.7494
P -0.9682 0.5877 -0.1987
C -1.7486 -0.2166 -1.5764
C -1.1801 -0.4639 1.2844
O -1.4161 1.9826 -0.1593
H 1.3240 -1.6594 -1.2920
H 2.7057 -1.3736 -0.3159
H 1.0632 1.2310 1.4741
H 2.8024 0.6859 1.1363
H 2.0312 2.1036 0.1947
H -2.3715 0.4885 -2.1349
H -0.8465 -0.6206 -2.1640
H -2.3104 -1.0603 -1.1793
H -1.6797 -1.4281 1.1124
H -0.2694 -0.6404 1.8558
H -1.9085 0.1655 1.8980

***

Quick one: least stable of them? i

***

--- i ---
13
Properties=species:S:1:pos:R:3 method="wB97M-V/def2-TZVPD" smiles="N[C@@H](C=O)CO" e_homo_ev=-9.19 multiplicity=1 gap_ha=0.3653
N -1.4011 0.5314 0.4528
C 0.0334 0.2886 0.5473
C 0.4064 -0.9176 1.4519
O 1.5459 -1.2043 1.6666
C 0.3828 -0.2278 -0.9092
O 0.6864 0.9925 -1.6009
H -1.6723 1.5048 0.4683
H -1.8330 0.1807 -0.3852
H 0.5627 1.1614 0.9095
H -0.4686 -1.3885 1.9646
H -0.4046 -0.9316 -1.1153
H 1.2927 -0.8207 -0.9196
H 0.8693 0.8309 -2.5309

***

--- ii ---
13
Properties=species:S:1:pos:R:3 method="wB97M-V/def2-TZVPD" e_homo_ev=-8.29 multiplicity=1 gap_ha=0.1470
C 0.7180 1.4902 0.1003
N 1.4374 0.7814 -0.5924
C -1.8158 -1.0810 -1.1169
C -1.4664 -0.4362 0.0717
O -1.7680 0.7055 0.4415
O 2.3801 -0.2932 1.3537
H 0.6702 1.5175 1.1893
H -0.1205 2.0413 -0.3688
H 2.3530 -1.2571 1.3193
H 2.1542 0.2275 0.0661
H -1.5044 -2.1106 -1.2272
H -2.2306 -0.5688 -1.9750
H -0.8071 -1.0166 0.7384

***

--- iii ---
13
Properties=species:S:1:pos:R:3 method="wB97M-V/def2-TZVPD" smiles="O=CNCCO" e_homo_ev=-9.58 multiplicity=1 gap_ha=0.3774
O -1.3158 -0.9302 1.5998
C -1.7315 -0.6597 0.4903
N -0.9915 -0.0260 -0.5551
C 0.4187 -0.1417 -0.8077
C 1.2413 0.6901 0.1522
O 1.3706 0.0900 1.4122
H -2.2814 -1.0049 -0.4241
H -1.5100 0.7361 -0.9748
H 0.6956 -1.2027 -0.7086
H 0.5906 0.1407 -1.8548
H 2.2450 0.8058 -0.2572
H 0.7796 1.6924 0.2106
H 0.4888 -0.1899 1.7170

***

--- iv ---
13
Properties=species:S:1:pos:R:3 method="wB97M-V/def2-TZVPD" e_homo_ev=-9.77 multiplicity=1 gap_ha=0.3902
H -0.7911 1.2858 0.8912
N -1.6192 0.8044 0.5417
C -1.4154 0.6338 -0.7134
O -0.3171 0.2726 -1.3650
C 0.8540 -0.2420 -0.6727
C 1.0664 0.3578 0.7203
O 0.3705 -0.4247 1.6401
H -2.1938 0.9182 -1.4170
H 1.6704 -0.0489 -1.3677
H 0.7110 -1.3268 -0.5652
H 0.6643 1.3975 0.7125
H 2.1280 0.5438 0.9288
H -0.6361 -0.2519 1.2971

***

Quick one: least stable of them? ii

***

--- i ---
13
Properties=species:S:1:pos:R:3 method="wB97M-V/def2-TZVPD" e_homo_ev="-8.74 / -8.71" multiplicity=1 gap_ha="0.2571 / 0.2574"
C -1.3474 -0.8791 2.2348
C 0.0507 0.2888 -2.5449
C -0.6000 -0.8285 1.1644
C 0.1315 -0.1067 -1.3315
P -1.1157 -1.1315 -0.5766
S -0.6522 -4.0564 -0.9835
Cl -2.9230 -0.2828 -0.6131
H -1.1466 -0.8764 3.2510
H -2.4244 -1.1692 1.9682
H 0.9131 0.6442 -3.0557
H -0.9395 0.1285 -3.0945
H 0.4310 -0.4485 1.1457
H 0.9375 0.1133 -0.6088

***

--- ii ---
13
Properties=species:S:1:pos:R:3 method="wB97M-V/def2-TZVPD" smiles="C=CP(S)Cl.C#C" e_homo_ev=-8.61 multiplicity=1 gap_ha=0.3394
C -2.4295 1.3070 0.8223
C -1.8535 1.5711 -0.3202
P -0.1752 1.0795 -0.8226
S 0.4366 0.4253 1.0022
Cl -0.5692 -0.4293 -2.0388
H -3.4391 1.4997 0.9838
H -1.8370 0.8172 1.4853
H -2.4212 2.0756 -1.2164
H 1.5845 -0.1052 0.5618
C 2.6619 -2.4576 0.3216
C 2.7070 -1.6792 -0.5695
H 2.8979 -2.8014 1.2531
H 2.4369 -1.3026 -1.4625

***

Quick one: least stable of them? i

***

--- i ---
10
Properties=species:S:1:pos:R:3 method="wB97M-V/def2-TZVPD" smiles="OC1=CC1.[H][H]" e_homo_ev=-8.72 multiplicity=1 gap_ha=0.3480
O 1.5745 -0.5881 -0.3413
C 0.4203 -0.1133 0.1086
C -0.5880 -0.1581 0.9165
C -0.3160 1.1456 0.1732
H 1.7688 -1.3774 0.1833
H -0.9892 -0.6143 1.7984
H -0.9958 1.5146 -0.6047
H 0.2473 1.9311 0.6773
H -0.3609 -0.8347 -1.7509
H -0.7952 -0.9372 -1.1504

***

--- ii ---
10
Properties=species:S:1:pos:R:3 method="wB97M-V/def2-TZVPD" e_homo_ev=-7.26 multiplicity=1 gap_ha=0.2854
C -0.8807 -0.0873 -0.1844
C 0.4385 0.0009 0.1018
C 1.7395 0.0649 0.0384
O -1.8259 0.3567 0.6500
H -2.7015 0.1540 0.3001
H -1.1684 -0.7098 -1.0268
H -0.1850 1.3157 -0.9187
H 0.0240 -1.2933 0.9940
H 2.3429 -0.6073 0.6370
H 2.2166 0.8054 -0.5914

***

--- iii ---
10
Properties=species:S:1:pos:R:3 method="wB97M-V/def2-TZVPD" smiles="C=C.C=O" e_homo_ev=-8.70 multiplicity=1 gap_ha=0.3147
C -0.8742 -0.5956 -0.5122
C -0.7644 0.6650 0.0519
H -1.2648 -1.4286 0.0577
H -0.7143 -0.8083 -1.5579
H -0.5431 1.5223 -0.5706
H -1.2427 0.8740 0.9993
C 1.2220 0.0158 0.3618
O 1.3544 -0.8427 -0.5755
H 0.9511 -0.3073 1.3774
H 1.8760 0.9054 0.3680

***

--- iv ---
10
Properties=species:S:1:pos:R:3 method="wB97M-V/def2-TZVPD" e_homo_ev=-8.12 multiplicity=1 gap_ha=0.3264
C 0.2306 -1.4406 -0.4794
C -0.6954 -0.0083 0.6099
O -0.9168 -0.5394 -0.6149
C -0.1774 1.3825 0.4438
H 0.4476 -1.6347 -1.5203
H 1.1382 -0.9754 -0.0442
H -0.0280 -2.3218 0.1099
H 0.6258 1.5581 1.1680
H 0.1178 1.6795 -0.5716
H -1.0327 1.9871 0.7706

***

Quick one: least stable of them? ii

***

--- i ---
10
Properties=species:S:1:pos:R:3 method="wB97M-V/def2-TZVPD" smiles="CCC=O" e_homo_ev=-9.97 multiplicity=1 gap_ha=0.3948
C 0.6553 0.8114 0.4530
C 0.1966 -0.2141 -0.5297
C -1.1771 -0.8484 -0.0777
O -1.3341 -0.8948 1.1732
H -0.1753 1.4730 0.7208
H 0.9901 0.5067 1.4956
H 1.4948 1.3557 -0.0253
H 0.9541 -1.0455 -0.5578
H 0.2256 0.1477 -1.6735
H -1.8299 -1.2917 -0.9784

***

--- ii ---
10
Properties=species:S:1:pos:R:3 method="wB97M-V/def2-TZVPD" smiles=C#C.CO e_homo_ev=-10.33 multiplicity=1 gap_ha=0.4154
C -2.9063 -0.4368 0.0262
C -2.3376 0.6436 -0.0072
H -3.6457 -1.2764 0.4004
H -1.7826 1.5873 -0.1874
C 2.6733 0.1281 0.1514
O 1.3122 -0.2684 -0.1792
H 2.2706 1.0018 0.7221
H 3.4140 -0.6232 0.6749
H 3.1584 0.6295 -0.7265
H 1.5117 -1.1816 -0.4725

***

Quick one: least stable of them? ii

***

--- i ---
19
Properties=species:S:1:pos:R:3 method="wB97M-V/def2-TZVPD" e_homo_ev=-7.17 multiplicity=1 gap_ha=0.1740
O -0.0971 2.8744 0.3406
C -1.0633 2.1210 0.6300
C -0.8801 0.5898 0.8979
C 0.6163 0.3457 0.6612
C 1.0879 -1.0891 0.8159
S 0.5340 -2.2513 -0.2210
C 1.2149 -1.6447 -1.9001
N -1.8110 0.6712 -0.1512
H -2.0638 2.5352 1.1695
H -1.1951 0.2341 1.8689
H 1.1142 1.1128 1.2146
H 0.9514 0.5915 -0.3232
H 1.5723 -1.3993 1.7267
H -2.4022 3.9895 -1.3563
H 0.7034 -0.7805 -2.3578
H 1.2119 -2.4695 -2.6291
H 2.2495 -1.4443 -1.6309
H -1.7751 3.6127 -1.4584
H -1.3108 0.4085 -0.9837

***

--- ii ---
19
Properties=species:S:1:pos:R:3 method="wB97M-V/def2-TZVPD" smiles=CC(C)[C@]1(O)CN1S e_homo_ev=-8.90 multiplicity=1 gap_ha=0.3517
C -1.3835 0.4960 -0.8534
C -0.4184 -0.6337 -0.5806
C 0.3176 -1.0638 -1.8408
C 0.5038 0.0082 0.4505
O 1.3009 1.0294 -0.0227
C 1.0871 -0.7653 1.5862
N -0.1035 0.1592 1.7806
S 0.2154 1.6216 2.7112
H -0.8863 1.4846 -1.1478
H -1.8532 0.6283 0.1717
H -2.0414 0.1265 -1.6374
H -0.8793 -1.4249 -0.0643
H 0.5494 -0.1260 -2.4112
H -0.2317 -1.7187 -2.5972
H 1.4016 -1.6186 -1.7092
H 0.9396 1.9368 -0.0777
H 0.7690 -1.7875 1.6550
H 1.9198 -0.3092 1.8217
H -1.2071 1.9572 2.7653

***

Quick one: least stable of them? i